No. 1
{"formula": "C7H8F2O2", "method": "the ωB97M-V functional and the def2-TZVPD basis", "max_force_ev_per_a": 4.6, "smiles": "CO[C@@]1(F)CCC(F)=CC1=O", "total_charge": 0, "de_lowest_kcal_mol": 0.0, "mol_weight_g_mol": 162.14, "species": ["C", "O", "C", "F", "C", "C", "C", "F", "C", "C", "O", "H", "H", "H", "H", "H", "H", "H", "H"], "xyz": [[2.3438, -0.1305, 1.3514], [1.2546, -0.5467, 0.5747], [0.7073, 0.0903, -0.5313], [1.7025, 0.4915, -1.4243], [-0.2177, -0.8546, -1.1592], [-1.4107, -1.1546, -0.3123], [-2.1498, 0.1631, -0.0944], [-3.4771, 0.0369, 0.1330], [-1.5786, 1.3715, -0.0091], [-0.1465, 1.5683, -0.0966], [0.3708, 2.6164, 0.1192], [3.2519, -0.5093, 0.9317], [2.1963, -0.6646, 2.3020], [2.4095, 0.9428, 1.5787], [0.4527, -1.8293, -1.1158], [-0.3586, -0.6068, -2.2773], [-0.9548, -1.4275, 0.6473], [-2.1543, -1.8350, -0.7839], [-2.2414, 2.2781, 0.1663]], "forces_ev_per_a": [[-0.14, 0.30, 1.17], [-1.23, -0.26, -0.81], [0.43, 3.83, 1.48], [-0.44, -0.35, 0.49], [2.00, -3.19, -2.68], [-1.35, 1.66, -0.13], [0.30, -0.24, 0.60], [0.61, 0.04, -0.28], [-2.09, 0.75, 0.10], [0.81, -2.73, -0.73], [0.93, 0.53, 0.05], [0.69, 0.08, -0.44], [0.12, 0.29, -0.18], [-0.18, -0.20, -0.41], [-1.38, 1.57, -0.60], [-0.17, -0.20, 1.92], [-0.82, -0.64, -0.03], [0.88, 0.01, 0.65], [1.03, -1.24, -0.14]]}

No. 2
{"formula": "C7H8FN", "method": "the ωB97M-V functional and the def2-TZVPD basis", "spin_multiplicity": 3, "max_force_ev_per_a": 7.1, "total_charge": 0, "de_lowest_kcal_mol": 0.0, "mol_weight_g_mol": 125.15, "species": ["C", "C", "C", "C", "C", "C", "C", "N", "F", "H", "H", "H", "H", "H", "H", "H", "H"], "xyz": [[-0.2875, 1.2463, -0.2722], [0.9585, 1.7384, -0.3631], [-0.6118, -0.0912, 0.3531], [2.1649, 0.9838, -0.0279], [-2.1106, -0.5541, 0.2358], [0.5888, -1.0593, 0.0082], [1.9830, -0.3690, -0.0763], [-2.5535, -1.3519, -0.5780], [2.9597, -1.3304, -0.1271], [-1.2178, 1.7715, -0.5562], [0.9313, 2.8226, -0.3576], [-0.3502, 0.0469, 1.4951], [3.2190, 1.3609, -0.1032], [-2.8403, -0.0559, 1.0364], [0.4154, -1.9767, 0.7093], [0.3872, -1.6401, -0.8633], [-3.6363, -1.5420, -0.5131]], "forces_ev_per_a": [[-6.25, -3.32, 0.14], [6.64, 1.24, 1.64], [1.80, 0.42, 1.49], [-1.29, 3.65, -2.04], [0.42, 2.96, 3.50], [-0.72, -1.14, 1.23], [-2.76, -4.94, 0.53], [-2.78, -2.46, -2.11], [-0.17, 1.37, 0.18], [1.03, 0.27, -0.07], [0.91, 0.14, -0.25], [-1.10, -0.07, -1.54], [-1.38, 0.04, 0.31], [1.68, -0.65, -1.38], [1.34, 1.60, -0.22], [-0.14, 0.24, -1.47], [2.77, 0.67, 0.06]]}

No. 3
{"formula": "C7H8FNO2", "method": "the ωB97M-V functional and the def2-TZVPD basis", "max_force_ev_per_a": 4.0, "smiles": "C=CC(F)=C=[N+]([O-])O.C=C=C", "total_charge": 0, "de_lowest_kcal_mol": 139.7, "mol_weight_g_mol": 157.14, "species": ["C", "C", "C", "F", "C", "N", "O", "O", "H", "H", "H", "H", "C", "C", "C", "H", "H", "H", "H"], "xyz": [[1.0530, -0.3981, -3.0484], [0.6467, -0.2175, -1.7766], [1.2527, -0.7878, -0.5957], [2.3882, -1.5397, -0.9664], [0.8696, -0.6259, 0.6477], [0.7781, -0.6651, 1.8734], [1.2010, 0.1307, 2.6491], [0.0029, -1.7291, 2.4073], [0.3241, -0.3252, -3.7867], [1.9577, -0.8453, -3.1697], [-0.3223, 0.1952, -1.5420], [0.3397, -1.7261, 3.3145], [-2.5460, 0.4232, 0.4456], [-1.4839, 1.1408, 0.7852], [-0.5192, 2.0161, 0.9011], [-3.5274, 0.8598, 0.1831], [-2.2800, -0.4673, 0.0173], [-0.3377, 2.5470, -0.0036], [0.2029, 2.0140, 1.6648]], "forces_ev_per_a": [[-1.76, 0.40, 3.32], [-0.94, -0.31, -0.78], [1.72, -0.12, -0.34], [-1.12, 0.75, 1.25], [0.67, -1.00, -3.80], [-1.01, -2.09, 0.18], [1.21, 2.13, 2.82], [0.12, 0.15, -0.27], [-0.63, 0.77, -1.53], [2.37, -1.21, -0.89], [-0.23, 0.21, -0.24], [-0.13, -0.04, 0.29], [0.72, 2.90, 0.16], [-1.70, 0.55, -0.21], [-0.84, -1.16, -0.61], [0.50, -0.35, 1.04], [0.15, -2.50, -1.02], [0.48, 0.48, -0.58], [0.44, 0.44, 1.19]]}

No. 4
{"formula": "C7H8I3NO", "method": "the ωB97M-V functional and the def2-TZVPD basis", "max_force_ev_per_a": 3.4, "total_charge": 0, "de_lowest_kcal_mol": 59.9, "mol_weight_g_mol": 502.86, "species": ["C", "C", "C", "C", "C", "C", "C", "N", "O", "I", "I", "I", "H", "H", "H", "H", "H", "H", "H", "H"], "xyz": [[-1.5031, -0.9505, -0.9718], [-0.0435, 0.3188, 1.6731], [-2.1487, -0.1062, 0.1842], [-0.8392, 0.6225, 0.2904], [0.8593, -0.4771, -1.3325], [1.1211, -0.5098, 1.5532], [1.8529, 0.6586, -1.2711], [-0.3479, -0.2261, -0.8085], [-1.8078, -1.8059, -1.7427], [-3.8186, 1.2269, -0.7807], [0.6427, -2.6929, 1.6192], [3.0406, 0.0515, 2.0984], [0.2747, 1.2646, 2.1354], [-0.7767, -0.0317, 2.3232], [-2.5132, -0.6289, 1.0964], [-0.8494, 1.6667, 0.0768], [0.8406, -1.2496, -2.0764], [2.8472, 0.2707, -1.2562], [1.4414, 1.3686, -0.5636], [1.7275, 1.2300, -2.2468]], "forces_ev_per_a": [[-1.06, 0.81, 1.21], [0.30, 2.45, -1.12], [-1.89, -0.31, -0.99], [1.48, -1.37, 0.61], [0.71, 1.45, 0.78], [0.69, -2.79, -0.35], [-2.20, -0.11, -2.55], [-0.19, 0.11, -0.27], [-0.04, -0.28, -0.09], [1.20, -1.11, 0.98], [0.43, 1.55, 0.01], [-0.49, -0.12, -0.03], [-0.12, 0.08, -0.41], [-1.24, -1.05, 1.23], [-0.11, 0.55, -0.84], [0.04, 0.71, -0.16], [0.30, -0.37, -0.09], [0.77, 0.34, 0.71], [1.02, 0.03, 0.68], [0.41, -0.58, 0.69]]}

No. 5
{"formula": "C7H8N2O", "method": "the ωB97M-V functional and the def2-TZVPD basis", "max_force_ev_per_a": 4.5, "smiles": "[H]/N=C(C)/C=C\\C=C/C#[N+][O-]", "total_charge": 0, "de_lowest_kcal_mol": 119.1, "mol_weight_g_mol": 136.15, "species": ["H", "N", "C", "C", "C", "C", "C", "C", "C", "N", "O", "H", "H", "H", "H", "H", "H", "H"], "xyz": [[2.1658, -0.4996, -1.0869], [1.1517, -0.5643, -1.0521], [0.5895, -0.8280, 0.0397], [1.4609, -0.8795, 1.3767], [-0.7843, -1.2835, 0.2098], [-1.7905, -0.7413, -0.5748], [-1.7482, 0.4314, -1.3817], [-0.9968, 1.5015, -1.1288], [-0.1811, 1.6637, 0.0090], [0.6863, 2.0075, 0.7006], [1.5539, 2.1529, 1.5294], [1.0261, -0.4284, 2.2531], [2.4875, -0.4379, 1.3067], [1.7094, -1.8515, 1.5915], [-0.9621, -2.0368, 0.9193], [-2.7894, -1.1803, -0.7032], [-2.4146, 0.6600, -2.1901], [-1.1641, 2.3142, -1.8183]], "forces_ev_per_a": [[-0.18, 0.42, 0.79], [-0.73, -0.77, -1.69], [3.42, -0.41, 2.89], [0.28, 2.00, -1.52], [-2.11, 2.63, -3.00], [0.10, -1.94, 0.89], [0.97, 1.03, 0.04], [-0.71, 0.48, -0.07], [0.62, 0.99, -0.17], [-0.21, -0.67, 0.37], [-0.02, 0.47, -0.17], [-0.57, 0.15, 0.15], [-1.04, 0.20, -0.57], [0.02, -2.79, 0.63], [-0.28, -0.98, 0.64], [0.43, -0.39, 0.91], [-0.48, -0.93, -0.38], [0.47, 0.52, 0.26]]}

No. 6
{"formula": "C7H8N2O", "method": "the ωB97M-V functional and the def2-TZVPD basis", "max_force_ev_per_a": 5.0, "total_charge": 0, "de_lowest_kcal_mol": 82.3, "mol_weight_g_mol": 136.15, "species": ["C", "C", "C", "C", "C", "C", "C", "N", "N", "O", "H", "H", "H", "H", "H", "H", "H", "H"], "xyz": [[0.1485, 0.3715, -3.4752], [0.2287, 0.1552, -2.3034], [-0.6148, 1.6748, 1.1904], [0.0960, -1.5349, 0.9803], [1.2605, -0.9422, 0.1574], [-0.8795, -0.4905, 0.3739], [0.3218, 0.1769, -0.2846], [-1.3752, 0.5418, 1.2358], [0.3789, 1.4527, 0.2435], [-0.7468, 2.6753, 1.8452], [0.1048, 0.4576, -4.5227], [-0.1510, -2.5676, 0.7468], [0.2186, -1.4217, 2.0540], [2.1251, -0.6092, 0.7270], [1.5866, -1.5855, -0.6557], [-1.6606, -0.9055, -0.2659], [-2.1785, 0.4493, 1.8291], [1.1370, 2.1021, 0.1240]], "forces_ev_per_a": [[0.02, -0.13, -0.72], [0.11, 0.35, 5.01], [-0.26, 0.25, 0.22], [-0.08, -0.16, 0.16], [0.30, -0.12, -0.18], [-0.32, -0.29, 0.09], [0.06, -0.41, -4.05], [-0.15, -0.17, -0.04], [0.18, -0.13, -0.24], [0.00, 0.28, 0.14], [-0.05, 0.12, -0.49], [0.01, -0.02, 0.02], [-0.07, 0.00, 0.06], [0.03, 0.06, -0.01], [-0.01, 0.11, 0.00], [0.25, 0.09, -0.03], [0.02, 0.20, 0.02], [-0.03, -0.04, 0.03]]}

No. 7
{"formula": "C7H8N2O", "method": "the ωB97M-V functional and the def2-TZVPD basis", "max_force_ev_per_a": 1.0, "smiles": "[H]/N=C1/[C@@H]2C[C@@H]3/C(=N\\[H])[C@]13[C@@H]2O", "total_charge": 0, "de_lowest_kcal_mol": 116.0, "mol_weight_g_mol": 136.15, "species": ["H", "N", "C", "C", "C", "C", "C", "N", "H", "C", "C", "O", "H", "H", "H", "H", "H", "H"], "xyz": [[2.3277, 1.4372, 0.9782], [2.2437, 0.4457, 0.7733], [1.1092, 0.0477, 0.4705], [0.5153, -1.2898, 0.1422], [0.1203, -0.9925, -1.3243], [-0.7420, 0.2563, -1.0891], [-0.5046, 1.6138, -0.5631], [-0.3688, 2.8355, -0.7084], [-0.3731, 3.1865, -1.6613], [-0.3345, 0.5850, 0.4270], [-0.6865, -0.7955, 1.0286], [-0.4091, -0.9890, 2.3783], [1.0331, -2.2150, 0.3744], [-0.4757, -1.7816, -1.7785], [1.0116, -0.8224, -1.9308], [-1.8079, 0.0583, -1.2018], [-1.6863, -1.1669, 0.7728], [-0.9725, -0.4132, 2.9119]], "forces_ev_per_a": [[-0.33, 0.12, -0.06], [0.82, -0.12, 0.06], [-0.43, 0.25, -0.18], [0.18, -0.40, 0.04], [0.30, -0.12, -0.13], [0.20, 0.06, 0.11], [-0.31, 0.11, -0.54], [0.12, 0.91, 0.31], [-0.06, -0.37, -0.16], [0.08, -0.17, 0.28], [-0.93, -0.11, -0.09], [0.14, -0.05, 0.37], [0.03, -0.06, 0.07], [-0.02, 0.02, -0.04], [-0.05, -0.12, -0.03], [0.04, 0.10, 0.29], [0.11, 0.07, -0.09], [0.10, -0.12, -0.20]]}